Entry 1:
Computed, not measured: C23H62CdN3O6P2S4SbSi4Te as an isolated structure, with the ωB97M-V functional and the def2-TZVPD basis.

## Properties
Molar mass, g/mol: 1141.1
LUMO level (spin up / spin down), eV: 2.0182 / 1.3996
Energy above the lowest of the compared OMol25 structures with the same formula, charge and spin, kcal per mole: 0.0
Multiplicity: 2
HOMO-LUMO gap (spin up / spin down), eV: 5.876 / 5.254
HOMO (spin up / spin down), Eh: -0.1418 / -0.1417
Charge: -1

XYZ file:
```
107
C23H62CdN3O6P2S4SbSi4Te, DFT the ωB97M-V functional and the def2-TZVPD basis
Cd -2.7079 0.9950 0.3447
N -2.3993 3.2489 -1.4469
N -3.6078 2.9021 -2.0557
C -3.6983 1.9116 -2.9095
N -4.9748 1.5249 -3.2220
S -2.3570 1.1763 -3.6676
H -2.6726 3.9221 -0.7166
H -1.8026 3.7035 -2.1282
H -4.4102 3.2363 -1.5198
H -5.6014 1.5260 -2.4242
H -5.0063 0.6757 -3.7588
S -5.3091 4.4363 -0.0400
Sb -5.3682 2.6749 1.4916
S -3.0243 2.4859 2.2621
S -5.1502 0.7705 -0.0542
C -1.1655 2.3111 5.4545
C 0.1857 2.1626 4.7779
C 1.1545 1.3430 5.6144
O 0.0698 1.6484 3.4230
P -0.3103 0.2285 2.8686
O -0.5072 0.2643 1.4019
C -1.6988 -0.4702 3.7692
P -2.5401 -1.6934 2.7464
O -3.0873 -1.2751 1.4495
O -1.4345 -2.8432 2.6796
C -1.7286 -3.9985 1.8281
C -1.2595 -3.7520 0.4070
C -1.0436 -5.1835 2.4734
O -3.7083 -2.2889 3.6435
C -3.4865 -2.8752 4.9415
C -3.9683 -1.9069 6.0064
C -4.2452 -4.1854 4.9749
O 0.8790 -0.7485 3.2946
C 2.0529 -0.7955 2.4258
C 3.2739 -0.9400 3.3060
C 1.8973 -1.9369 1.4456
H -1.0898 3.0676 6.2378
H -1.4862 1.3732 5.9172
H -1.9180 2.6283 4.7304
H 0.6026 3.1532 4.6137
H 0.8137 0.3100 5.6973
H 1.2146 1.7748 6.6148
H 2.1510 1.3399 5.1744
H -2.4112 0.3472 3.9279
H -1.3613 -0.9284 4.7006
H -2.8111 -4.1505 1.8259
H -0.1699 -3.6926 0.3687
H -1.6745 -2.8201 0.0247
H -1.5921 -4.5716 -0.2340
H 0.0333 -5.0033 2.5178
H -1.2273 -6.0856 1.8866
H -1.4112 -5.3398 3.4902
H -2.4173 -3.0740 5.0667
H -5.0319 -1.7094 5.8610
H -3.4391 -0.9556 5.9459
H -3.8199 -2.3342 6.9997
H -5.3118 -3.9919 4.8461
H -4.0884 -4.6895 5.9300
H -3.9148 -4.8407 4.1673
H 2.1130 0.1401 1.8673
H 3.2157 -1.8650 3.8854
H 3.3599 -0.1033 3.9989
H 4.1686 -0.9689 2.6809
H 1.8199 -2.8856 1.9840
H 2.7591 -1.9704 0.7773
H 1.0005 -1.7846 0.8456
C 2.9361 2.9610 -5.8714
Si 1.7849 3.0949 -4.3795
C 0.1294 3.6759 -5.0276
C 2.5045 4.4270 -3.2644
Si 1.6875 1.0197 -3.2998
Te -0.0719 0.8713 -1.5340
Si 1.3932 -0.7030 -4.8645
C 2.9701 -1.1358 -5.8057
C 0.8394 -2.2390 -3.9389
C 0.0974 -0.2587 -6.1467
Si 3.7645 0.6757 -2.2969
C 4.1520 -1.1496 -2.0181
C 3.9312 1.5110 -0.6202
C 5.1846 1.3257 -3.3533
H 3.0091 3.9202 -6.3932
H 2.5667 2.2140 -6.5830
H 3.9448 2.6600 -5.5700
H 0.1383 4.7421 -5.2723
H -0.6648 3.4883 -4.3007
H -0.1470 3.1141 -5.9260
H 2.4702 5.4032 -3.7554
H 3.5496 4.2041 -3.0234
H 1.9559 4.4983 -2.3199
H 3.7567 -1.4924 -5.1331
H 3.3632 -0.2607 -6.3360
H 2.7751 -1.9179 -6.5454
H 1.6382 -2.6094 -3.2871
H 0.5422 -3.0458 -4.6157
H -0.0147 -1.9908 -3.3007
H 0.4414 0.5704 -6.7751
H -0.8285 0.0630 -5.6606
H -0.1341 -1.1080 -6.7959
H 3.2912 -1.6774 -1.5959
H 4.9952 -1.2686 -1.3310
H 4.4081 -1.6492 -2.9578
H 3.1171 1.2110 0.0476
H 3.8787 2.6007 -0.7180
H 4.8827 1.2542 -0.1455
H 5.1610 0.8909 -4.3592
H 6.1463 1.0714 -2.8975
H 5.1388 2.4140 -3.4647
```

Löwdin atomic charge list, values in e, 4 entries: Cd 0.97; N -0.04; N -0.15; C -0.93

Entry 2:
Computed, not measured: a 10-piece molecular cluster, C23H63N3O10S7 overall in a non-equilibrium geometry, with the ωB97M-V functional and the def2-TZVPD basis.

## Properties
Molar mass, g/mol: 766.2
LUMO level, eV: -0.0700
Energy above the lowest of the compared OMol25 structures with the same formula, charge and spin, kcal per mole: 65.6
Multiplicity: 1
HOMO-LUMO gap, eV: 8.700
HOMO, Eh: -0.3223
Charge: 0

XYZ file:
```
106
C23H63N3O10S7, DFT the ωB97M-V functional and the def2-TZVPD basis
C 13.1326 18.6726 -12.1598
S 13.6235 19.8580 -10.9134
O 14.1121 19.0712 -9.6988
C 15.0423 20.7324 -11.7388
H 14.0295 18.2504 -12.6130
H 12.6829 19.1839 -13.0108
H 12.4231 17.9241 -11.8070
H 14.6912 21.0853 -12.7085
H 15.9239 20.1330 -11.9660
H 15.3722 21.6264 -11.2096
C 12.6641 16.4848 -15.7496
S 14.4802 16.5461 -15.5000
O 14.5585 16.1662 -13.9830
C 15.0497 15.0215 -16.3321
H 12.2019 17.0901 -14.9698
H 12.4955 15.4317 -15.5246
H 12.3129 16.8560 -16.7124
H 16.1260 14.9841 -16.5004
H 14.5733 15.1480 -17.3043
H 14.5728 14.1709 -15.8450
C 10.7825 18.9438 -8.5334
S 10.0415 20.6444 -8.7719
O 10.1428 21.0821 -10.2926
C 11.3386 21.6967 -7.9069
H 11.7745 18.8392 -8.9728
H 10.1881 18.2120 -9.0804
H 10.6505 18.6469 -7.4929
H 11.9365 21.1079 -7.2112
H 10.7866 22.5781 -7.5803
H 12.0246 22.1916 -8.5944
C 3.2910 20.4320 -15.5460
S 3.6216 21.4028 -13.9755
O 2.4943 22.4173 -14.0372
C 3.3188 20.1232 -12.7345
H 2.4145 20.9404 -15.9478
H 2.8373 19.4424 -15.6000
H 4.1616 20.5566 -16.1898
H 2.3914 19.5601 -12.8384
H 3.3335 20.5753 -11.7428
H 4.2028 19.4965 -12.6168
C 5.4764 24.0521 -17.8109
S 6.9671 23.8407 -16.7786
O 6.7202 24.6110 -15.5102
C 6.7039 22.0916 -16.2067
H 5.6005 23.6489 -18.8159
H 5.3320 25.1301 -17.8818
H 4.5437 23.6521 -17.4132
H 6.9290 21.4425 -17.0529
H 5.6575 21.9983 -15.9161
H 7.2711 21.6604 -15.3818
C 11.4156 21.9305 -13.3513
S 11.9240 21.3011 -14.9388
O 11.5618 19.7871 -15.0364
C 10.3941 21.9924 -15.7726
H 12.1418 22.0991 -12.5561
H 10.5199 21.4643 -12.9410
H 11.1419 22.9855 -13.3595
H 10.2769 21.5003 -16.7382
H 10.4788 23.0593 -15.9790
H 9.5742 21.7062 -15.1139
C 7.6097 16.0129 -9.7125
S 7.6979 14.5635 -8.6163
O 8.0563 13.2962 -9.4083
C 9.0391 15.0759 -7.5407
H 7.4524 16.9994 -9.2764
H 6.8777 15.8453 -10.5025
H 8.5711 16.1690 -10.2019
H 9.1635 14.4323 -6.6698
H 8.7159 16.1164 -7.5090
H 9.9473 15.1315 -8.1409
C 4.5385 22.9545 -10.3338
O 3.3738 23.4203 -10.4760
N 5.5896 23.1137 -11.1833
C 6.8282 22.4312 -10.8592
C 5.5907 23.8603 -12.4324
H 4.7138 22.2900 -9.4736
H 6.6573 21.7141 -10.0563
H 7.5773 23.1532 -10.5341
H 7.2043 21.8104 -11.6725
H 6.4375 23.5640 -13.0515
H 4.6588 23.5877 -12.9277
H 5.9099 24.8875 -12.2565
C 10.1934 14.2787 -17.1162
O 10.9427 13.3608 -16.7069
N 8.9995 14.5316 -16.5164
C 8.1275 15.5804 -17.0389
C 8.5873 14.0195 -15.2422
H 10.3567 14.8681 -18.0316
H 7.2040 15.2236 -17.4948
H 8.4225 16.2441 -17.8517
H 7.7205 16.2990 -16.3275
H 7.5550 13.6984 -15.1028
H 9.2369 13.2202 -14.8854
H 8.8401 14.7692 -14.4924
C 8.9287 18.5859 -15.3230
O 8.2039 18.6949 -16.3141
N 8.5291 18.4693 -13.9989
C 7.1380 18.8040 -13.5636
C 9.5780 18.4254 -12.9597
H 9.9990 18.3277 -15.3197
H 6.9054 18.3469 -12.6018
H 6.3667 18.5221 -14.2804
H 7.0644 19.8864 -13.4584
H 9.3650 19.1539 -12.1774
H 9.4964 17.4828 -12.4186
H 10.5940 18.5704 -13.3271
```

Löwdin atomic charge list, values in e, 4 entries: C -0.26; S 0.81; O -0.57; C -0.23

Entry 3:
Computed, not measured: C23H64B3FN2O30P6 as an isolated structure in a non-equilibrium geometry, with the ωB97M-V functional and the def2-TZVPD basis.

## Properties
Molar mass, g/mol: 1086.0
LUMO level, eV: -1.8996
Multiplicity: 1
HOMO-LUMO gap, eV: 7.709
HOMO, Eh: -0.3531
Charge: 0

XYZ file:
```
129
C23H64B3FN2O30P6, DFT the ωB97M-V functional and the def2-TZVPD basis
C -0.1148 -7.1024 -4.7171
C 0.2360 -8.5189 -4.2092
O 0.0356 -9.4834 -5.2508
C 1.6602 -8.6176 -3.6600
B 1.7542 -8.5105 -2.0969
O 0.7342 -9.0640 -1.3177
B 0.3986 -8.0587 -0.4168
N -0.8613 -7.3417 -0.4329
O 1.4433 -7.7405 0.4943
B 2.4254 -7.2070 -0.3057
C 3.0098 -5.7846 0.1569
O 2.2269 -4.8674 0.1595
N 4.3682 -5.5805 0.5833
C 4.4626 -4.2565 1.1039
O 4.3921 -3.9604 2.2433
F 4.6278 -3.3380 0.1619
O 2.8219 -7.8484 -1.4515
H -1.2047 -7.0290 -4.7105
H 0.2733 -6.9189 -5.7182
H 0.2590 -6.3947 -3.9721
H -0.5342 -8.7404 -3.4619
H -0.6584 -9.0843 -5.7918
H 2.2863 -7.8509 -4.1299
H 2.0680 -9.5704 -4.0208
H -1.0780 -7.0711 0.5250
H -0.6795 -6.4430 -0.8829
H 4.4827 -6.1720 1.4071
C 1.4289 -2.3242 0.8820
O 0.2288 -1.5922 1.2344
P 0.1545 0.0443 1.5698
O -1.0893 0.0435 2.3837
O -0.1823 0.4108 0.0089
C 0.4070 -0.2486 -1.1165
O 0.5636 1.6364 1.8589
C 1.7485 2.1490 1.2183
H 1.4008 -3.2757 1.3963
H 1.4488 -2.5340 -0.1839
H 2.3220 -1.7807 1.1873
H -0.1839 -1.1280 -1.3735
H 1.4450 -0.5246 -0.9348
H 0.3787 0.4221 -1.9703
H 1.5932 2.2323 0.1414
H 2.6116 1.5138 1.4185
H 1.9475 3.1403 1.6205
C -2.8652 3.3343 2.9362
O -2.3399 4.6696 3.1454
P -2.2517 5.5377 4.5688
O -2.2075 6.9089 4.0126
O -0.7387 4.9910 4.9341
C -0.3229 3.6469 4.6899
O -2.5442 5.8970 6.1555
C -2.6129 4.8254 7.1128
H -3.4193 3.3223 1.9992
H -2.0456 2.6244 2.8238
H -3.5296 3.0239 3.7401
H 0.0508 3.5633 3.6696
H -1.1258 2.9315 4.8579
H 0.4969 3.4008 5.3634
H -1.6271 4.3818 7.2599
H -3.3205 4.0588 6.7959
H -2.9514 5.2456 8.0563
C -5.8102 -10.5018 -8.9550
O -4.7877 -9.7484 -8.2732
P -3.4825 -10.4089 -7.4415
O -3.2388 -9.2333 -6.5643
O -2.5099 -10.3250 -8.7678
C -2.9338 -10.6278 -10.0902
O -2.3702 -11.3865 -6.6817
C -2.1306 -12.7060 -7.2009
H -6.7684 -10.0221 -8.7583
H -5.6518 -10.4739 -10.0327
H -5.8527 -11.5307 -8.6010
H -3.3531 -9.7338 -10.5558
H -3.6533 -11.4454 -10.1211
H -2.0601 -10.9237 -10.6693
H -1.6308 -12.6504 -8.1696
H -3.0608 -13.2674 -7.2971
H -1.4804 -13.2255 -6.5017
C 4.2194 5.5658 8.1309
O 5.1299 5.3377 7.0366
P 4.6833 5.1275 5.4449
O 5.8236 4.3487 4.9339
O 4.8219 6.7122 5.0480
C 4.5227 7.7827 5.9334
O 3.5601 4.8609 4.2644
C 2.2821 5.5179 4.3760
H 4.5673 4.9845 8.9838
H 4.2340 6.6137 8.4284
H 3.2066 5.2531 7.8809
H 5.4070 8.0305 6.5239
H 3.6796 7.5611 6.5866
H 4.2674 8.6577 5.3365
H 2.3886 6.5925 4.2192
H 1.8348 5.3261 5.3500
H 1.6270 5.1222 3.6072
C -1.0699 3.1702 -5.8815
O -0.3456 2.1308 -5.1939
P -0.4344 0.4997 -5.5396
O -0.0546 -0.0717 -4.2354
O 0.8475 0.5418 -6.5648
C 1.1521 1.6337 -7.4217
O -1.0367 -0.8400 -6.2981
C -1.4794 -0.7209 -7.6607
H -1.4188 3.8848 -5.1373
H -0.4112 3.7093 -6.5612
H -1.9301 2.7712 -6.4170
H 1.7747 2.3563 -6.8906
H 0.2589 2.1176 -7.8142
H 1.7297 1.2551 -8.2639
H -0.6290 -0.5637 -8.3262
H -2.1943 0.0948 -7.7742
H -1.9686 -1.6523 -7.9340
C -2.0473 9.3101 5.5830
O -2.1059 9.4940 7.0267
P -0.9847 10.3126 7.9225
O -1.1459 9.6815 9.2452
O -1.7606 11.7573 7.8594
C -2.5198 12.1998 6.7428
O 0.4911 11.0438 8.1022
C 0.9960 11.8347 7.0152
H -2.3505 8.2863 5.3541
H -2.7498 9.9792 5.0851
H -1.0352 9.4654 5.2107
H -3.5480 11.8441 6.8325
H -2.0908 11.8811 5.7942
H -2.5435 13.2892 6.7562
H 0.4068 12.7462 6.8992
H 0.9920 11.2714 6.0804
H 2.0213 12.1106 7.2505
```

Löwdin atomic charge list, values in e, 4 entries: C -0.03; C -0.43; O -0.04; C 0.00

Entry 4:
Computed, not measured: a 9-piece molecular cluster, C23H64N2O9 overall in a non-equilibrium geometry, with the ωB97M-V functional and the def2-TZVPD basis.

## Properties
Molar mass, g/mol: 512.8
Structure (SMILES): NC(N)=O.CC(C)O.CC(C)O.CC(C)O.CC(C)O.CC(C)O.CC(C)O.CC(C)O.CO
LUMO level, eV: 0.2955
Energy above the lowest of the compared OMol25 structures with the same formula, charge and spin, kcal per mole: 241.3
Multiplicity: 1
HOMO-LUMO gap, eV: 9.146
HOMO, Eh: -0.3252
Charge: 0

XYZ file:
```
98
C23H64N2O9, DFT the ωB97M-V functional and the def2-TZVPD basis
N 14.2770 -18.4920 -24.6550
C 13.7100 -18.5470 -23.5050
N 13.9290 -19.6640 -22.8690
O 12.8020 -17.6080 -22.9830
H 14.2680 -17.5070 -25.0690
H 14.9530 -19.1610 -24.9570
H 13.3480 -19.7630 -21.9990
H 14.1430 -20.5910 -23.2380
C 9.3560 -18.3620 -26.1650
C 9.2240 -17.4510 -27.2700
C 9.7310 -18.1690 -28.5200
O 8.0790 -17.0180 -27.4750
H 9.5600 -19.3820 -26.4900
H 8.4720 -18.3400 -25.4820
H 10.2880 -18.2390 -25.5740
H 9.9370 -16.6820 -27.0660
H 9.4290 -17.5390 -29.3260
H 9.3970 -19.1510 -28.6870
H 10.8320 -18.2430 -28.5550
H 8.0730 -16.4750 -28.2670
C 8.5740 -21.8290 -26.5900
C 7.0160 -21.8340 -26.8440
C 6.4990 -20.4700 -26.2950
O 6.6110 -21.8280 -28.0320
H 8.9790 -21.1650 -27.3460
H 8.8640 -22.7940 -26.7890
H 8.8520 -21.4260 -25.5840
H 6.4350 -22.6480 -26.3910
H 6.5310 -20.3560 -25.1990
H 5.4890 -20.2770 -26.5540
H 7.0560 -19.6290 -26.6770
H 5.7050 -22.0090 -27.9780
C 11.7210 -21.4770 -24.7780
C 11.0710 -22.3900 -23.8350
C 11.3650 -23.8140 -24.0680
O 11.1760 -22.0960 -22.6180
H 11.5850 -21.6680 -25.8340
H 12.7680 -21.4940 -24.6140
H 11.3510 -20.4780 -24.5750
H 9.9800 -22.3330 -23.9810
H 12.3640 -24.1950 -23.8810
H 11.1210 -24.0960 -25.0860
H 10.6270 -24.4400 -23.5570
H 10.3710 -21.5850 -22.4000
C 11.4260 -15.5720 -30.7820
C 12.2830 -14.3490 -31.0980
C 11.7140 -13.5930 -32.3310
O 12.5290 -13.5860 -30.1580
H 11.3220 -16.2430 -31.6500
H 10.4370 -15.3250 -30.4640
H 11.7770 -16.1120 -29.8990
H 13.2980 -14.7600 -31.4080
H 12.3000 -12.6880 -32.5440
H 10.6610 -13.2810 -32.1280
H 11.7580 -14.1250 -33.2640
H 12.9880 -12.8340 -30.4890
C 18.2880 -19.1030 -25.1220
C 18.4260 -17.8600 -25.9920
C 17.0590 -17.3360 -26.4910
O 19.1450 -16.9920 -25.4910
H 17.5760 -19.8700 -25.5330
H 17.8930 -18.8160 -24.1020
H 19.1960 -19.6510 -24.9930
H 19.0170 -18.1690 -26.7830
H 16.7410 -16.4330 -26.0470
H 16.2650 -18.1010 -26.3690
H 17.0090 -17.0630 -27.6050
H 18.7230 -16.5970 -24.7470
C 12.1690 -20.6120 -28.4020
C 13.0220 -19.7740 -27.3970
C 13.8680 -18.6150 -28.0860
O 12.4490 -19.0750 -26.5360
H 11.0920 -20.7080 -28.1100
H 12.4830 -21.6700 -28.3610
H 12.2750 -20.2510 -29.4350
H 13.6670 -20.4910 -26.7630
H 14.6240 -19.0940 -28.7180
H 14.3940 -17.9240 -27.3440
H 13.2850 -17.9760 -28.6390
H 13.1330 -18.8230 -25.8480
C 17.1480 -14.1800 -28.6540
C 15.6340 -14.0320 -28.4280
C 14.8360 -15.1450 -29.0260
O 15.2060 -13.9410 -27.2710
H 17.4830 -14.8970 -27.9300
H 17.6200 -13.2430 -28.5360
H 17.4240 -14.5730 -29.6100
H 15.4310 -13.0930 -28.8870
H 13.8040 -15.1000 -28.8480
H 15.1470 -16.1530 -28.8180
H 15.0130 -15.1150 -30.0900
H 14.6980 -13.1450 -27.2300
C 12.5730 -16.0600 -26.0690
O 13.9970 -16.0480 -25.8900
H 12.3640 -16.3540 -27.0670
H 12.0130 -15.0890 -25.9690
H 12.1100 -16.7470 -25.3470
H 14.2780 -15.4850 -26.6030
```

Löwdin atomic charge list, values in e, 4 entries: N 0.15; C -0.60; N 0.15; O -0.13